# C5H6Cl2O

An isolated molecule of C5H6Cl2O (ωB97M-V with the def2-TZVPD basis set, the OMol25 dataset).

XYZ file:
```
14
Properties=species:S:1:pos:R:3:forces:R:3:mulliken_charge:R:1
C 1.7141 -0.3463 -0.2132 -0.861 0.511 -0.971 -0.35
C 0.4562 -0.9911 -0.7899 -0.487 -0.432 0.121 -0.14
C -0.9071 -0.6690 -0.2867 0.682 -0.219 -0.858 0.15
C -1.1166 0.3603 0.7362 -0.784 -0.583 1.850 -0.69
C -1.2364 1.6751 0.6668 0.491 0.159 0.227 -0.21
H 2.4737 -0.2766 -1.0196 -0.368 0.271 0.728 0.32
H 1.4870 0.6070 0.3041 0.245 -0.389 -0.751 0.26
H 0.6006 -2.0312 -1.1281 0.086 0.518 0.147 0.39
H -1.6323 -1.4937 -0.2933 0.199 0.379 0.008 0.41
H -1.2870 -0.0664 1.7739 0.199 0.503 -1.310 0.26
H -1.4051 2.2917 1.5429 -0.077 -0.258 -0.044 0.37
O -0.4606 -0.2600 -1.5978 0.276 -0.086 0.634 -0.42
Cl 2.2802 -1.4385 1.0307 0.497 -0.562 0.606 -0.20
Cl -0.9665 2.6387 -0.7258 -0.098 0.187 -0.387 -0.14
```
Positions in Å, forces in eV/Å.

Calculated values
* total energy: -32372.8173 eV
* max |F|: 2.09 eV/Å
* E_LUMO: 0.824 eV
* gap between HOMO and LUMO: 10.41 eV
* ΔE to the lowest compared entry with this formula, charge and spin: 1.309 eV
* highest occupied orbital energy: -9.59 eV

=====

# C5H6Cl2O3SScY

A structure of composition C5H6Cl2O3SScY (ωB97M-V with the def2-TZVPD basis set, the OMol25 dataset).

XYZ file:
```
19
Properties=species:S:1:pos:R:3:forces:R:3:mulliken_charge:R:1
Sc -0.0489 -0.2564 -6.3187 -0.442 4.970 5.774 1.34
Y -0.0426 -1.0728 1.1846 3.396 2.471 -1.731 1.39
Cl -0.6827 1.7517 -5.5733 0.261 -1.033 -0.498 0.00
Cl 1.9944 -2.4308 1.0847 -1.675 0.964 -0.061 -0.22
C -0.7905 -2.5512 2.5922 -4.346 -8.679 8.256 0.03
C -0.5374 0.1693 -8.2501 -1.656 1.730 -5.768 0.11
C 0.4356 -2.0880 -7.0646 1.817 -6.965 -2.612 0.20
O -1.2068 -3.3596 3.3584 3.020 5.713 -5.417 0.09
O -0.8365 0.4612 -9.2920 0.541 -0.543 1.785 0.17
O 0.7033 -3.1140 -7.4359 -0.474 1.847 0.590 0.17
C 1.2771 2.0450 4.1290 0.779 0.322 0.003 -0.86
S 0.6001 0.7956 2.9674 -0.757 0.065 0.565 0.27
C -1.0264 0.7077 3.7885 -0.083 -0.033 -0.053 -0.90
H 2.3275 2.1807 3.9057 0.197 -0.049 -0.017 0.34
H 1.1502 1.6875 5.1553 -0.056 -0.210 -0.300 0.36
H 0.7516 2.9894 3.9717 -0.132 -0.251 -0.169 0.40
H -0.9327 0.1582 4.7350 -0.069 0.206 -0.314 0.38
H -1.4112 1.7259 3.9417 0.129 -0.343 -0.078 0.39
H -1.7242 0.2008 3.1205 -0.452 -0.182 0.045 0.32
```
Positions in Å, forces in eV/Å.

Calculated values
* total energy: -69002.6762 eV
* max |F|: 12.74 eV/Å
* E_LUMO: -16.311 eV
* gap between HOMO and LUMO: 4.98 eV
* ΔE to the lowest compared entry with this formula, charge and spin: 0.438 eV
* highest occupied orbital energy: -21.30 eV
* net charge: +4

=====

# C5H6Cl3OP

A cluster of 2 separate species, C5H6Cl3OP in total (ωB97M-V with the def2-TZVPD basis set, the OMol25 dataset).

XYZ file:
```
16
Properties=species:S:1:pos:R:3:forces:R:3:mulliken_charge:R:1
C 0.9787 -0.4527 1.9262 1.711 4.917 -0.565 -0.66
C 0.0821 1.6711 -1.0779 -0.769 -1.356 -0.675 -0.21
C 1.8870 -0.7803 1.0575 -0.242 -0.198 -0.198 0.37
C -0.6381 0.5645 -1.4136 0.747 1.993 1.189 -0.43
C 2.5906 -1.1522 0.0257 -2.415 -0.013 -0.292 -0.76
O -3.2254 0.0308 -1.3959 -0.708 -0.023 2.253 -0.43
P -1.9451 -0.0117 -0.4518 0.657 -0.210 -0.305 0.91
Cl -0.1982 2.6624 0.3404 0.208 0.200 0.048 -0.17
Cl -1.5584 -1.9534 -0.2084 -0.035 -0.286 0.232 -0.17
Cl -2.6526 0.4741 1.4348 0.065 -0.087 -1.005 -0.20
H 0.8775 0.7108 2.1822 0.089 -2.826 -0.370 0.16
H 0.2949 -1.1274 2.2597 -1.704 -1.756 1.271 0.37
H 0.9150 2.1034 -1.6583 -0.589 -0.484 0.188 0.35
H 3.5241 -1.6075 0.1110 1.468 -0.433 -0.107 0.31
H 1.9419 -1.2598 -0.8737 1.044 0.320 0.285 0.22
H -2.8741 0.1279 -2.2580 0.471 0.244 -1.949 0.34
```
Positions in Å, forces in eV/Å.

Calculated values
* total energy: -54183.1297 eV
* max |F|: 5.24 eV/Å
* E_LUMO: -0.041 eV
* gap between HOMO and LUMO: 9.18 eV
* ΔE to the lowest compared entry with this formula, charge and spin: 3.971 eV
* highest occupied orbital energy: -9.22 eV

=====

# C5H6ClN2O2

The ion C5H6ClN2O2 with charge +1 (ωB97M-V with the def2-TZVPD basis set, the OMol25 dataset).

XYZ file:
```
16
Properties=species:S:1:pos:R:3:forces:R:3:mulliken_charge:R:1
C 0.0995 1.4351 -0.3266 0.375 0.175 -1.317 -0.32
C -1.1963 1.4622 -0.6590 2.148 -1.551 1.352 -0.80
C 0.6753 0.1346 -0.0820 -0.011 2.448 0.190 0.82
C -2.0103 0.2392 -0.6595 -1.959 2.010 0.953 0.16
C 2.4900 -0.9698 0.9603 -1.800 -3.562 -4.526 -0.64
N -0.0112 -0.9537 -0.0784 -0.055 -2.770 0.222 -0.54
N -1.2567 -0.9579 -0.4309 0.561 -0.452 -0.220 0.84
O -1.8176 -1.9855 -0.5815 -0.613 -1.095 -0.136 -0.40
O 1.8871 0.1534 0.2923 0.208 0.542 0.431 -0.30
Cl -3.1618 0.4268 0.7919 0.830 -0.330 -1.017 -0.07
H 0.8027 2.2775 -0.2723 -0.769 -0.197 0.181 0.42
H -1.7029 2.3253 -0.4916 -1.648 2.653 -0.598 0.49
H -2.6636 0.1519 -1.5298 0.230 -0.412 0.074 0.42
H 1.6869 -1.7387 1.1833 1.240 1.011 0.097 0.34
H 3.0126 -0.6106 1.7313 1.825 1.318 3.021 0.30
H 3.1662 -1.3900 0.1524 -0.562 0.212 1.294 0.29
```
Positions in Å, forces in eV/Å.

Calculated values
* total energy: -24868.2003 eV
* max |F|: 6.03 eV/Å
* E_LUMO (spin up / spin down): -6.797 / -6.798 eV
* gap between HOMO and LUMO (spin up / spin down): 8.70 / 8.70 eV
* ΔE to the lowest compared entry with this formula, charge and spin: 0.688 eV
* highest occupied orbital energy (spin up / spin down): -15.50 / -15.50 eV
* net charge: +1

=====

# C5H6ClNO

A structure of composition C5H6ClNO (ωB97M-V with the def2-TZVPD basis set, the OMol25 dataset).

XYZ file:
```
14
Properties=species:S:1:pos:R:3:forces:R:3:mulliken_charge:R:1
C -2.0524 0.0527 0.2561 -0.455 2.135 1.183 -0.57
C 0.1928 0.6955 -0.4023 -2.744 0.432 0.986 0.48
C -0.0181 2.0707 -0.1171 2.011 8.249 -1.047 0.03
C 1.3147 0.1007 -0.1314 1.667 -4.417 0.078 0.40
C 1.2808 -1.5246 -0.0545 3.443 1.563 -1.175 -1.09
H -2.0037 -0.7541 1.3687 0.062 2.535 -3.838 0.22
H -1.8920 1.2979 0.6014 -1.257 -3.778 -0.386 0.24
H -3.1230 -0.0581 -0.3806 3.267 0.085 1.921 0.24
H 0.4798 -2.1870 -0.1844 -2.331 0.396 0.145 0.39
H 1.8117 -1.8865 0.8284 0.162 0.441 0.018 0.32
H 1.8735 -1.8861 -0.9328 0.192 0.513 0.680 0.31
N 0.1675 3.2812 -0.0996 -1.506 -6.987 0.296 -0.44
O -0.9219 -0.0483 -0.7000 -1.407 -0.773 0.921 -0.38
Cl 2.8903 0.8461 -0.0520 -1.104 -0.395 0.219 -0.15
```
Positions in Å, forces in eV/Å.

Calculated values
* total energy: -21337.6190 eV
* max |F|: 8.55 eV/Å
* E_LUMO: 0.149 eV
* gap between HOMO and LUMO: 9.78 eV
* ΔE to the lowest compared entry with this formula, charge and spin: 4.863 eV
* highest occupied orbital energy: -9.63 eV

=====

# C5H6ClNO

An isolated molecule of C5H6ClNO (ωB97M-V with the def2-TZVPD basis set, the OMol25 dataset).

XYZ file:
```
14
Properties=species:S:1:pos:R:3:forces:R:3:mulliken_charge:R:1
C -0.9027 0.4911 1.2587 -0.309 -0.017 -0.134 -0.40
C 0.3034 -0.3593 1.3141 0.243 -0.104 -0.522 0.59
C 1.0937 -0.7322 0.3002 -0.488 0.117 0.456 -0.40
C 0.9630 -0.2964 -1.0900 -0.149 0.177 -0.817 -0.18
C 0.8521 0.9816 -1.4680 0.066 -0.667 0.777 -0.67
H -2.7052 -0.6705 -0.8243 0.335 0.022 0.256 0.36
H -0.9807 1.3013 1.9779 0.020 -0.048 -0.047 0.36
H 1.8959 -1.4200 0.5096 0.200 -0.149 0.149 0.38
H 0.9951 -1.0975 -1.8624 0.040 0.644 0.622 0.29
H 0.7868 1.2413 -2.5005 -0.070 0.166 -0.517 0.28
H 0.8252 1.7879 -0.7362 0.065 -0.167 -0.145 0.27
N -1.9366 0.3569 0.5217 0.304 0.161 0.304 -0.37
O -1.8619 -0.7093 -0.3448 -0.245 -0.148 -0.297 -0.32
Cl 0.6718 -0.8749 2.9440 -0.012 0.014 -0.084 -0.21
```
Positions in Å, forces in eV/Å.

Calculated values
* total energy: -21339.3268 eV
* max |F|: 1.03 eV/Å
* E_LUMO: 0.476 eV
* gap between HOMO and LUMO: 9.54 eV
* ΔE to the lowest compared entry with this formula, charge and spin: 3.156 eV
* highest occupied orbital energy: -9.06 eV

=====

# C5H6CoO3

A structure of composition C5H6CoO3 (ωB97M-V with the def2-TZVPD basis set, the OMol25 dataset).

XYZ file:
```
15
Properties=species:S:1:pos:R:3:forces:R:3:mulliken_charge:R:1
O 2.7908 0.4116 -0.4239 -0.588 0.666 -0.760 -0.49
C 1.6770 -0.0654 -0.2618 -2.714 -0.836 0.098 0.84
O 0.6156 0.3986 -0.8656 0.882 0.189 -0.029 -0.27
O 1.4276 -1.0795 0.5254 0.970 0.163 -0.013 -0.33
C 0.0061 -1.3077 0.5839 -0.576 -0.300 0.120 -0.44
C -0.5359 -0.4489 -0.5712 -0.262 -0.524 0.419 0.33
C -1.7290 0.3796 -0.2273 -0.166 0.212 0.374 -0.45
C -1.6322 1.5909 0.3234 -0.202 0.340 -1.757 -0.69
Co 4.4776 0.2757 0.1426 2.039 -0.136 0.643 0.53
H -0.3503 -0.9761 1.5663 0.134 -0.053 -0.280 0.33
H -0.1829 -2.3759 0.4496 0.133 0.236 0.075 0.31
H -0.7168 -1.0498 -1.4712 0.071 0.219 0.183 0.41
H -2.7053 -0.0659 -0.4405 0.373 0.268 -0.280 0.38
H -2.4793 2.2674 0.1278 0.251 -0.356 1.185 0.32
H -0.6631 2.0453 0.5423 -0.345 -0.091 0.023 0.23
```
Positions in Å, forces in eV/Å.

Calculated values
* multiplicity: 5
* total energy: -49040.3473 eV
* max |F|: 2.84 eV/Å
* E_LUMO (spin up / spin down): -3.313 / -6.482 eV
* gap between HOMO and LUMO (spin up / spin down): 8.66 / 7.40 eV
* ΔE to the lowest compared entry with this formula, charge and spin: 0.000 eV
* highest occupied orbital energy (spin up / spin down): -11.97 / -13.88 eV
* expectation value of S²: 6.0050
* net charge: +1

=====

# C5H6CuO4

A structure of composition C5H6CuO4 (ωB97M-V with the def2-TZVPD basis set, the OMol25 dataset).

XYZ file:
```
16
Properties=species:S:1:pos:R:3:forces:R:3:mulliken_charge:R:1
O 2.8975 1.2012 -0.7701 -0.809 -0.217 -0.081 -0.48
C 2.2433 0.4417 -0.0149 -0.577 0.085 -0.284 0.77
O 2.7786 -0.1935 0.9274 -0.858 -0.303 0.235 -0.41
O 0.9304 0.3217 -0.2460 -0.992 0.331 -0.390 -0.15
C 0.1343 -0.3004 0.7464 0.259 -0.171 0.454 -0.74
C -1.3311 -0.2694 0.3029 1.982 2.083 -0.836 0.22
Cu 4.3762 0.6589 0.3256 2.622 0.345 0.310 0.04
H 0.2607 0.2021 1.7132 0.049 -0.168 -0.118 0.44
H 0.4063 -1.3583 0.8543 -0.092 0.140 0.063 0.40
H -1.9403 -0.7409 1.0926 -0.118 0.630 -0.343 0.54
H -1.4608 -1.7147 -1.2995 0.474 -0.071 0.280 0.39
C -1.7354 1.2095 0.0331 0.203 -0.422 2.966 0.38
C -1.6959 -0.6559 -1.1325 -1.427 -4.008 2.500 -1.20
O -2.0285 2.2859 0.0415 0.149 -0.523 -0.838 -0.02
H -2.7692 -0.8945 -0.6725 0.616 1.413 -3.715 0.38
H -1.0662 -0.1932 -1.9014 -1.481 0.855 -0.203 0.41
```
Positions in Å, forces in eV/Å.

Calculated values
* multiplicity: 3
* total energy: -58098.9730 eV
* max |F|: 4.93 eV/Å
* E_LUMO (spin up / spin down): -5.605 / -5.606 eV
* gap between HOMO and LUMO (spin up / spin down): 4.16 / 9.59 eV
* ΔE to the lowest compared entry with this formula, charge and spin: 1.959 eV
* highest occupied orbital energy (spin up / spin down): -9.76 / -15.20 eV
* expectation value of S²: 2.0025
* net charge: +1

=====

# C5H6F2N2

An isolated molecule of C5H6F2N2 (ωB97M-V with the def2-TZVPD basis set, the OMol25 dataset).

XYZ file:
```
15
Properties=species:S:1:pos:R:3:forces:R:3:mulliken_charge:R:1
C 1.3166 1.1958 0.9404 0.022 1.006 1.939 -0.08
C 0.7411 0.2748 -1.0442 -1.593 -2.257 -2.754 -0.80
C 0.1419 1.0587 0.1351 0.502 0.073 -1.471 0.35
C -0.9454 0.1825 0.7534 0.089 -2.059 -1.415 0.02
C -1.0097 -1.1844 -0.1012 1.735 1.886 -1.753 -0.03
N 2.2104 1.2741 1.6570 0.208 -0.103 -0.180 -0.45
N 0.2571 -1.1668 -0.9237 -0.568 1.240 0.883 -0.49
F -2.1396 0.8260 0.5877 -0.450 0.134 0.934 -0.35
F -0.9704 -2.2887 0.6774 -0.260 -0.181 0.431 -0.30
H 0.3605 0.6231 -2.0867 1.046 -0.147 1.877 0.26
H 1.8294 0.1454 -0.9483 -0.411 0.759 -0.733 0.45
H -0.2117 2.0189 -0.2961 -0.057 -0.441 0.947 0.40
H -0.6666 -0.2193 1.7429 -0.756 0.990 0.207 0.40
H -1.8708 -1.2318 -0.8035 0.284 0.134 0.768 0.33
H 0.9573 -1.5084 -0.2902 0.207 -1.033 0.320 0.30
```
Positions in Å, forces in eV/Å.

Calculated values
* total energy: -13695.9082 eV
* max |F|: 3.90 eV/Å
* E_LUMO: 0.743 eV
* gap between HOMO and LUMO: 10.95 eV
* ΔE to the lowest compared entry with this formula, charge and spin: 1.449 eV
* highest occupied orbital energy: -10.21 eV

=====

# C5H6F2N4

An isolated molecule of C5H6F2N4 (ωB97M-V with the def2-TZVPD basis set, the OMol25 dataset).

XYZ file:
```
17
Properties=species:S:1:pos:R:3:forces:R:3:mulliken_charge:R:1
C 2.4233 -0.3863 -0.7740 4.310 -1.915 -1.468 -0.33
C 1.1680 -0.4592 -0.3650 -2.137 1.087 0.622 0.38
C 0.0356 -1.3980 -0.4458 -1.457 3.364 -2.552 -1.01
C -1.7553 0.2288 -0.0405 -0.781 2.155 -2.143 -0.26
C -1.4820 1.3975 0.8743 0.852 -1.555 1.990 0.58
N 3.0133 0.6982 -0.2064 -0.142 0.925 -0.946 -0.30
N 2.0741 1.4038 0.3861 0.167 -0.940 0.409 -0.75
N 0.9719 0.6753 0.3415 -1.929 1.526 0.874 0.41
N -1.1159 -0.9363 0.3195 0.297 -2.172 0.393 -0.32
F -1.4943 1.1566 2.1948 0.322 0.572 -2.272 -0.17
F -1.8862 2.5785 0.6332 0.516 -0.153 -0.195 -0.16
H 3.0691 -1.1035 -1.4123 -1.341 1.281 1.338 0.31
H -0.3511 -1.4499 -1.4676 0.300 -0.308 -0.219 0.29
H 0.4055 -2.2995 -0.1956 0.345 -3.438 1.243 0.40
H -2.9224 0.1608 -0.0225 1.609 0.165 -0.198 0.34
H -1.3595 0.5907 -1.0585 -1.103 -0.442 1.204 0.30
H -0.7939 -0.8574 1.2388 0.172 -0.151 1.921 0.27
```
Positions in Å, forces in eV/Å.

Calculated values
* total energy: -16672.2013 eV
* max |F|: 4.94 eV/Å
* E_LUMO (spin up / spin down): -2.196 / -2.195 eV
* gap between HOMO and LUMO (spin up / spin down): 6.49 / 6.49 eV
* ΔE to the lowest compared entry with this formula, charge and spin: 3.039 eV
* highest occupied orbital energy (spin up / spin down): -8.68 / -8.68 eV